Computed, not measured: 2 unconnected molecules or ions with the total composition C4H12, with ωB97M-V/def2-TZVPD.

Geometry as XYZ:
```
16
Properties=species:S:1:pos:R:3
C -1.54264 0.69815 -0.69394
C -2.51210 1.60190 -1.46417
H -1.21723 1.22485 0.21192
H -2.07177 -0.24265 -0.56885
H -0.60433 0.56980 -1.22991
H -3.44637 1.84064 -0.95706
H -2.86978 1.07945 -2.34170
H -2.06813 2.57880 -1.69166
C 1.27908 -1.03393 1.19998
C 2.78392 -1.27625 0.97897
H 1.05605 0.01973 1.19583
H 0.67203 -1.48347 0.38857
H 0.98259 -1.51153 2.12049
H 2.95385 -1.81077 0.05409
H 3.20464 -1.80489 1.83116
H 3.35138 -0.35866 0.80261
```

Computed properties:
Total charge: 0
Structure (SMILES): CC.CC
HOMO-LUMO gap, eV: 12.67

Computed, not measured: C5H7NO in the gas phase, with ωB97M-V/def2-TZVPD.

Geometry as XYZ:
```
14
Properties=species:S:1:pos:R:3
C -1.31981 -1.48556 0.94923
C -0.19780 -1.26597 0.24929
C 1.05357 -0.42879 0.56042
C 1.15198 0.50316 -0.58265
C 0.44904 1.55280 -0.81444
N -0.58559 2.40483 -0.41251
O 0.08473 2.38334 -1.74186
H -2.00484 -2.11991 0.41402
H -1.57583 -1.38394 1.96319
H -0.16495 -1.59321 -0.80899
H 0.88333 0.08328 1.43519
H 1.88174 -1.10118 0.65942
H 1.85904 0.15159 -1.37841
H -1.51463 2.29956 -0.49190
```

Computed properties:
Total charge: 0
Structure (SMILES): C=CC/C=C1\NO1
HOMO-LUMO gap, eV: 10.12

Computed, not measured: C2H4FNO in the gas phase, with ωB97M-V/def2-TZVPD.

Geometry as XYZ:
```
9
Properties=species:S:1:pos:R:3
H -2.82800 -0.00504 -0.32465
N -1.89976 0.33731 -0.45106
C -0.89444 -0.21763 0.00746
F -0.92053 -1.37022 0.69660
C 0.69560 0.14703 -0.30315
O 1.30353 -1.04702 -0.25420
H 0.93352 0.73580 0.52808
H 0.78708 0.80036 -1.25557
H 1.37182 -1.42062 -1.08805
```

Computed properties:
Total charge: 0
Structure (SMILES): [H]/N=C(\F)CO
HOMO-LUMO gap, eV: 10.99

Short version: maximum force = 1.2, 5.8, 4.7 eV/Å, in the order given.
Short version: E_HOMO = -11.5, -9.1, -10.2 eV, in the order given.
Short version: energy above the lowest of the compared OMol25 structures with the same formula, charge and spin = 33.63, 518.98, 156.98 kJ/mol, in the order given.